[1]
# C3H7NO2

A structure of composition C3H7NO2 in a non-equilibrium geometry (ωB97M-V with the def2-TZVPD basis set, the Open Molecules 2025 dataset).

Summary:
- electronic energy (hartree) = -323.55860
- frontier orbital gap (eV) = 9.510
- energy above the lowest of the compared OMol25 structures with the same formula, charge and spin (eV) = 6.051
- net charge = 0

Atoms and positions in Å:
C (-0.303, 0.370, 0.160)
C (0.526, -0.376, -0.826)
C (-1.750, 0.673, -0.107)
N (2.877, -1.059, 0.329)
O (0.141, -1.057, 0.287)
O (2.376, -0.259, -0.632)
H (0.167, 0.919, 0.967)
H (0.416, -0.848, -1.879)
H (-2.100, -0.123, -0.792)
H (-1.696, 1.695, -0.497)
H (-2.321, 0.818, 0.785)
H (2.388, -2.022, 0.153)
H (2.497, -0.627, 1.231)

Cartesian forces, eV/Å:
C 0.7 -1.4 -0.3
C 3.3 -0.9 0.8
C 1.3 -0.1 -0.6
N -2.5 -1.5 1.4
O -1.2 0.3 -0.6
O -2.8 1.4 -2.5
H 0.4 0.4 -0.4
H 0.0 1.3 1.9
H -0.4 0.9 0.3
H -0.4 -0.3 -0.8
H -0.5 -0.6 0.7
H 1.3 1.8 1.1
H 0.7 -1.5 -1.0

=====

[2]
# C2H4S3

An isolated molecule of C2H4S3 in a non-equilibrium geometry (ωB97M-V with the def2-TZVPD basis set, the Open Molecules 2025 dataset).

Summary:
- electronic energy (hartree) = -1273.10788
- frontier orbital gap (eV) = 8.383
- energy above the lowest of the compared OMol25 structures with the same formula, charge and spin (eV) = 1.196
- net charge = 0
- SMILES = S=CCSS

Atoms and positions in Å:
C (-1.601, 0.255, -0.506)
C (-0.401, -0.191, 0.523)
S (-3.116, 0.481, -0.151)
S (2.581, 0.136, -0.704)
S (1.005, 0.924, 0.228)
H (-1.152, 0.434, -1.498)
H (-0.608, -0.137, 1.670)
H (0.107, -1.165, 0.250)
H (3.185, -0.736, 0.187)

Cartesian forces, eV/Å:
C 3.2 -1.0 1.2
C -0.4 -0.4 -0.4
S -0.9 0.1 0.3
S 0.7 -1.4 -0.5
S -0.3 1.7 1.2
H -0.3 -0.1 0.3
H -0.1 -0.2 -2.3
H -1.3 0.6 0.3
H -0.5 0.7 -0.2

=====

[3]
# C18H40CrN5P3Se

A structure of composition C18H40CrN5P3Se in a non-equilibrium geometry (ωB97M-V with the def2-TZVPD basis set, the Open Molecules 2025 dataset).

Summary:
- electronic energy (hartree) = -5452.41743
- ⟨S²⟩ = 3.802
- frontier orbital gap (alpha / beta) (eV) = 7.493 / 4.806
- energy above the lowest of the compared OMol25 structures with the same formula, charge and spin (eV) = 2.996
- 2S+1 = 4
- net charge = +3

Atoms and positions in Å:
Cr (-1.022, -0.208, -0.281)
P (-3.221, -0.218, -0.900)
P (-0.312, -2.272, -0.829)
P (-0.548, 2.055, -0.750)
H (4.230, -0.755, -1.800)
C (4.061, 0.163, -1.230)
C (3.999, 0.160, 0.117)
H (4.100, -0.763, 0.695)
C (-3.327, -0.085, -2.712)
C (-4.342, -1.598, -0.507)
C (-4.118, 1.232, -0.271)
C (1.502, -2.329, -0.733)
C (-0.819, -3.543, 0.374)
C (-0.663, -3.031, -2.444)
C (1.243, 2.352, -0.679)
C (-1.116, 3.159, 0.584)
C (-1.089, 2.930, -2.248)
H (4.023, 1.094, -1.803)
H (3.920, 1.091, 0.686)
H (-4.384, -0.121, -3.005)
H (-2.786, -0.914, -3.185)
H (-2.883, 0.857, -3.054)
H (-5.372, -1.316, -0.764)
H (-4.286, -1.810, 0.568)
H (-4.054, -2.500, -1.060)
H (-5.194, 1.047, -0.375)
H (-3.844, 2.141, -0.819)
H (-3.879, 1.371, 0.791)
H (1.849, -3.336, -0.998)
H (1.826, -2.079, 0.285)
H (1.934, -1.594, -1.425)
H (-0.576, -4.539, -0.020)
H (-1.896, -3.474, 0.569)
H (-0.275, -3.387, 1.314)
H (-0.147, -4.000, -2.487)
H (-0.282, -2.378, -3.246)
H (-1.742, -3.180, -2.573)
H (1.426, 3.430, -0.795)
H (1.749, 1.788, -1.474)
H (1.600, 2.003, 0.301)
H (-0.888, 4.190, 0.284)
H (-0.565, 2.895, 1.496)
H (-2.192, 3.035, 0.754)
H (-0.745, 3.971, -2.155)
H (-2.183, 2.904, -2.332)
H (-0.632, 2.454, -3.129)
C (1.656, 0.123, -4.891)
C (3.056, -0.077, -4.837)
C (3.817, -0.055, -6.002)
C (3.210, 0.182, -7.247)
C (1.822, 0.388, -7.310)
C (1.052, 0.366, -6.151)
Se (0.643, 0.082, -3.336)
H (-2.246, -0.607, 0.691)
H (3.526, -0.218, -3.866)
H (4.895, -0.213, -5.943)
H (3.811, 0.204, -8.159)
H (1.345, 0.576, -8.272)
H (-0.018, 0.557, -6.185)
N (1.323, 1.860, 4.142)
N (0.883, 0.823, 3.332)
N (0.096, -0.128, 3.906)
C (-0.518, -0.633, 2.835)
N (-0.215, 0.007, 1.694)
N (0.620, 1.023, 2.031)
H (2.150, 2.282, 3.733)
H (1.458, 1.490, 5.076)
H (-1.215, -1.455, 2.903)

Cartesian forces, eV/Å:
Cr -0.8 1.1 1.5
P -0.5 0.1 0.4
P 0.3 -2.0 0.2
P 0.1 1.2 0.2
H 0.0 0.2 0.3
C 0.0 0.0 0.9
C 0.1 0.0 -1.0
H 0.0 0.3 -0.2
C 0.3 0.0 -0.2
C 0.2 0.0 0.1
C 0.0 0.0 0.1
C 0.1 -0.1 -0.1
C -0.1 -0.1 0.1
C 0.0 0.1 -0.2
C 0.2 0.0 -0.1
C -0.2 -0.1 0.1
C 0.1 0.0 -0.1
H 0.1 -0.2 0.2
H 0.0 -0.3 -0.2
H 0.2 0.0 0.0
H -0.2 0.1 0.0
H -0.2 -0.2 0.1
H 0.3 -0.2 0.0
H -0.1 0.0 -0.2
H -0.1 0.1 0.1
H 0.2 0.2 0.0
H -0.1 -0.2 0.1
H -0.2 0.0 -0.2
H 0.0 0.2 0.1
H 0.0 0.0 -0.2
H 0.1 -0.2 0.2
H -0.1 0.2 0.2
H 0.2 -0.1 -0.1
H -0.1 -0.1 -0.2
H -0.2 0.2 -0.1
H -0.2 -0.5 0.2
H 0.2 0.0 0.0
H 0.1 -0.3 0.0
H 0.1 0.3 0.3
H 0.0 0.2 -0.6
H -0.1 -0.2 0.2
H -0.3 0.3 -0.3
H 0.3 0.2 0.0
H -0.2 -0.3 -0.3
H 0.3 0.1 -0.1
H -0.3 0.4 0.2
C 0.1 0.0 -0.2
C 0.9 0.0 -0.2
C -0.1 -0.1 0.9
C -0.1 -0.1 0.1
C -0.8 0.1 0.5
C -0.2 0.2 -0.7
Se 0.7 0.1 -1.1
H 0.5 -0.2 -0.6
H 0.1 -0.1 -0.3
H -0.3 0.1 0.0
H -0.2 0.0 0.3
H 0.1 0.0 0.3
H 0.1 -0.1 -0.2
N 0.2 -0.3 -0.7
N -3.1 0.2 -0.7
N 1.1 0.3 -1.8
C 0.2 0.1 0.8
N 0.6 1.0 0.4
N 0.5 -1.9 1.6
H 0.1 -0.1 0.2
H 0.2 0.0 0.1
H 0.1 0.0 0.0

=====

[4]
# C3H6O3

An isolated molecule of C3H6O3 in a non-equilibrium geometry (ωB97M-V with the def2-TZVPD basis set, the Open Molecules 2025 dataset).

Summary:
- electronic energy (hartree) = -343.44915
- frontier orbital gap (eV) = 9.311
- energy above the lowest of the compared OMol25 structures with the same formula, charge and spin (eV) = 5.589
- net charge = 0
- SMILES = CC(=O)COO

Atoms and positions in Å:
C (1.388, -0.290, -1.299)
C (0.095, -0.611, -0.587)
C (0.041, -0.311, 0.845)
O (-1.439, 0.582, 0.696)
O (-0.968, -0.709, -1.207)
O (-2.089, 1.090, 1.819)
H (-2.706, 1.759, 1.451)
H (2.215, -0.839, -0.842)
H (1.594, 0.778, -1.243)
H (1.313, -0.594, -2.344)
H (-0.302, -1.141, 1.461)
H (0.858, 0.286, 1.250)

Cartesian forces, eV/Å:
C 0.1 -1.1 -0.2
C -1.7 1.8 -2.7
C -3.7 1.4 1.5
O 2.5 -1.3 -1.5
O 2.1 -1.0 0.7
O -0.1 0.3 1.9
H 0.8 -0.5 -0.2
H 0.1 0.2 0.0
H -0.1 0.0 0.1
H 0.0 0.1 0.1
H 0.3 0.1 0.1
H -0.3 0.0 0.0